Molecular formula: C31H56BrMnN4OP3
Method: DFT, ωB97M-V/def2-TZVPD

Cartesian coordinates (Å):
C 2.2955 4.4328 -1.6576
C 1.2958 3.8405 -2.4555
C 1.5376 3.8423 -3.8455
C 2.7834 4.2568 -4.3249
N 3.7621 4.7118 -3.5437
C 3.5079 4.8162 -2.2414
C 0.0520 3.3359 -1.8899
C -1.1092 3.1913 -1.5291
C -2.3474 2.8979 -0.8580
C -2.4641 1.5343 -0.6330
C -3.4509 0.9773 0.2074
C -4.2109 1.8877 0.9711
C -4.3100 3.2265 0.6225
C -3.3438 3.7294 -0.2513
Mn -2.6604 1.1563 2.2046
P 1.5888 -0.4146 -1.0552
H 0.7684 3.5617 -4.5619
H 2.1325 4.6352 -0.6030
H 3.0047 4.2298 -5.3894
H 4.3042 5.2325 -1.6292
H -3.3033 4.7995 -0.4038
H -1.6276 0.9464 -0.9324
H -5.1277 3.8159 1.0299
H -3.5073 -0.1216 0.3931
C 2.2959 -2.1036 -0.7901
C 3.5420 -2.4842 -1.5600
H 1.4870 -2.8063 -1.0340
H 2.4677 -2.2069 0.2902
H 3.7546 -3.5435 -1.3917
H 3.4338 -2.3576 -2.6392
H 4.4330 -1.9429 -1.2336
C 1.9124 0.0519 -2.8110
C 3.2810 0.5962 -3.1653
H 1.1483 0.8130 -3.0388
H 1.6819 -0.8171 -3.4406
H 3.3501 0.7552 -4.2464
H 3.4689 1.5703 -2.7078
H 4.0960 -0.0829 -2.9047
C 2.6536 0.6850 -0.0281
C 4.1316 0.3522 0.1040
H 2.1700 0.6904 0.9639
H 2.5275 1.6998 -0.4347
H 4.6296 1.1346 0.6886
H 4.3162 -0.5895 0.6318
H 4.6532 0.3169 -0.8574
Br -5.2229 1.0264 2.6392
P -1.6552 -1.4821 -1.9224
C -0.5227 -2.3309 -3.1703
C -1.1410 -3.6171 -3.6942
H 0.4149 -2.5181 -2.6006
H -0.2895 -1.5972 -3.9716
H -0.3806 -4.1350 -4.2922
H -1.4428 -4.2642 -2.8578
H -2.0080 -3.3997 -4.3372
C -2.7934 -2.7816 -1.1616
C -4.1362 -3.0024 -1.8274
H -2.9183 -2.3590 -0.1442
H -2.2309 -3.7285 -1.0501
H -4.7474 -3.6361 -1.1813
H -4.6857 -2.0714 -1.9732
H -4.0457 -3.5204 -2.7848
C -2.7385 -0.3369 -2.9305
C -3.1582 -0.8316 -4.2984
H -2.1297 0.5779 -3.0066
H -3.6073 -0.0764 -2.3080
H -3.7308 -0.0308 -4.7804
H -2.2906 -1.0611 -4.9281
H -3.8111 -1.7082 -4.2094
C -2.2722 -1.7028 3.9603
N -1.4563 -0.4694 4.0141
C -2.1721 0.8143 4.3045
P 0.1678 -0.3230 3.4616
O 0.3221 0.4136 2.1638
N 0.8024 0.6626 4.6414
C 1.8618 1.6348 4.3937
C 0.6235 0.2784 6.0204
N 0.9288 -1.7946 3.5236
C 2.3406 -1.8539 3.1397
C 0.4214 -3.0287 4.0855
H -3.3405 -1.4781 3.9021
H -2.1370 -2.3157 4.8597
H -2.0417 -2.3282 3.0846
H -2.0090 1.1786 5.3166
H -1.7243 1.6790 3.6926
H -3.2810 0.7596 4.1735
H 1.7146 2.1469 3.4276
H 1.8307 2.3741 5.2125
H 2.8637 1.1578 4.4047
H 0.9081 1.1323 6.6443
H -0.4224 0.0200 6.2133
H 1.2604 -0.5724 6.2866
H 2.9847 -1.6812 4.0189
H 2.5430 -2.8687 2.7735
H 2.6002 -1.1246 2.3528
H -0.0605 -2.8568 5.0586
H -0.2738 -3.5388 3.3943
H 1.2843 -3.6833 4.2469

Atomic forces in eV per Å
C 0.0 -0.3 -0.1
C 0.5 0.3 -0.3
C 0.0 -0.2 0.2
C -0.3 0.1 0.3
N -0.1 -0.2 0.1
C -0.5 0.0 0.0
C -1.5 0.8 -0.1
C 1.4 1.0 -0.1
C -0.5 -0.9 0.7
C -0.4 0.3 0.8
C 0.4 -0.9 0.1
C -0.1 -2.0 0.7
C 0.3 0.6 -0.1
C 0.3 0.1 -0.4
Mn 0.1 0.7 -0.4
P 1.1 -0.2 -0.2
H 0.1 -0.2 0.2
H 0.0 -0.3 -0.1
H -0.1 0.0 0.1
H -0.1 0.0 0.0
H -0.2 0.0 -0.2
H 0.1 -0.7 -0.4
H 0.5 0.3 0.1
H 0.0 0.9 -0.5
C -0.8 -0.1 0.3
C 0.6 -0.2 -0.3
H 0.2 0.1 0.2
H -0.1 0.1 -0.2
H -0.1 0.0 0.0
H 0.0 0.0 0.1
H -0.2 0.0 -0.1
C -0.8 0.0 -0.1
C 0.6 0.3 -0.1
H 0.1 -0.2 0.0
H 0.0 0.1 0.3
H -0.2 0.0 0.1
H 0.0 -0.1 0.1
H -0.2 0.1 0.0
C -0.8 0.5 0.4
C 0.6 -0.1 -0.1
H 0.1 0.1 -0.3
H -0.1 -0.2 0.1
H -0.2 -0.1 0.0
H -0.1 0.1 -0.1
H -0.2 0.0 0.2
Br -0.3 0.8 -1.8
P 0.4 -0.3 -0.7
C -0.3 0.5 0.8
C 0.3 -0.1 -0.4
H -0.6 0.0 -0.6
H -0.2 -0.4 0.5
H -0.3 -0.1 0.1
H 0.1 0.1 -0.5
H 0.3 -0.2 0.3
C 0.9 0.6 0.4
C -0.3 -0.3 0.0
H -0.1 -0.4 -0.3
H -0.2 0.5 0.0
H 0.0 0.0 0.0
H 0.0 0.0 -0.1
H 0.0 0.1 0.1
C 0.6 -0.1 0.6
C -0.3 0.0 -0.2
H -0.2 -0.2 -0.2
H 0.2 -0.1 -0.2
H 0.1 -0.2 -0.1
H -0.3 0.0 0.1
H 0.2 0.2 -0.2
C 0.0 -0.3 0.1
N -0.3 0.1 -0.9
C 1.2 -0.3 0.4
P 0.5 1.2 0.5
O -0.8 -0.6 0.2
N -0.7 0.2 -0.5
C 0.4 0.1 -0.1
C 0.3 -0.1 0.4
N -0.8 0.4 -0.5
C 0.3 0.2 0.0
C -0.3 -0.5 0.3
H 0.1 0.3 0.0
H 0.0 0.2 -0.2
H 0.1 0.3 0.2
H 0.0 0.0 0.1
H 0.0 -0.4 0.8
H 0.9 -0.4 0.3
H 0.0 -0.3 0.4
H 0.1 -0.2 -0.5
H -0.4 0.3 0.0
H -0.2 -0.3 0.1
H 0.2 -0.1 0.1
H -0.1 0.0 0.2
H -0.1 0.0 -0.3
H 0.0 0.3 -0.1
H -0.2 -0.3 0.4
H 0.1 -0.2 -0.3
H 0.3 0.1 0.4
H -0.3 0.0 0.1

Calculated values
max |F|: 0.041 Eh/bohr
net charge: +2
HOMO-LUMO gap (alpha / beta): 8.16 / 4.38 eV
E: -6257.4587 hartree
multiplicity: 6

***

Molecular formula: C31H56ClFeN7O5
Method: DFT, ωB97M-V/def2-TZVPD

Cartesian coordinates (Å):
Fe -0.2617 -0.4060 -3.8421
Cl 0.1239 -0.4863 -0.3434
O -0.9834 -0.3429 0.5479
O 0.5365 -1.8485 -0.5173
O -0.2909 0.0755 -1.6569
O 1.2675 0.2301 0.1366
C 3.1385 1.4084 -2.8896
C 2.8873 0.1977 -3.7921
C 3.7103 -0.9984 -3.3795
O 1.5205 -0.0705 -3.9241
H 4.1962 1.4816 -2.6416
H 2.4824 1.3864 -2.0181
H 2.9260 2.3417 -3.4159
H 3.2192 0.4981 -4.7940
H 3.3515 -1.4947 -2.4742
H 4.7703 -0.7948 -3.2459
H 3.6342 -1.8024 -4.1204
C -4.2707 -5.1319 0.9901
C -2.9438 -4.6225 1.5362
C -2.4750 -3.3168 0.8762
C -2.5455 -3.4171 -0.5835
N -2.6675 -3.4714 -1.7194
H -4.8133 -5.7621 1.6986
H -4.1577 -5.7046 0.0742
H -4.9793 -4.3030 0.8935
H -2.1706 -5.3537 1.2795
H -2.8630 -4.5226 2.6169
H -1.4697 -3.0407 1.2013
H -3.0265 -2.4158 1.1633
C 5.3564 1.9084 1.6152
C 4.3797 1.1952 0.6946
C 4.9706 -0.0689 0.0679
C 6.2015 0.1808 -0.6789
N 7.1624 0.3524 -1.2781
H 4.9340 2.8736 1.9044
H 6.3087 2.1352 1.1329
H 5.5590 1.3643 2.5372
H 4.1234 1.9127 -0.0910
H 3.4436 0.9554 1.1939
H 4.2625 -0.5692 -0.5909
H 5.2176 -0.7695 0.8701
C -4.9580 -0.7040 -0.8756
C -5.3595 -1.5061 -2.1224
C -4.9046 -0.8239 -3.4041
C -3.4481 -0.7409 -3.5256
N -2.3095 -0.6563 -3.6167
H -5.2143 0.3525 -0.9584
H -3.8940 -0.8421 -0.6767
H -5.5188 -1.0995 -0.0282
H -6.4406 -1.6385 -2.1507
H -4.9282 -2.5033 -2.0489
H -5.2644 0.2002 -3.5308
H -5.2224 -1.3756 -4.2947
C 2.1647 5.0678 0.6208
C 1.4278 3.7369 0.5762
C 0.2629 3.6223 -0.3945
C 0.5287 3.9146 -1.7992
N 0.6950 4.1237 -2.9166
H 2.3805 5.4339 -0.3837
H 3.1280 4.9652 1.1250
H 1.6550 5.8156 1.2297
H 1.0686 3.5116 1.5822
H 2.1347 2.9389 0.3373
H -0.5449 4.3030 -0.0957
H -0.2637 2.6656 -0.3484
C 0.1027 1.4215 5.8160
C 0.2543 1.9817 4.3974
C 1.0317 1.0629 3.4611
C 2.4078 0.7238 3.7950
N 3.4917 0.4566 4.0591
H 1.0723 1.3455 6.3131
H -0.3883 0.4522 5.8120
H -0.4000 2.2091 6.3789
H 0.8101 2.9209 4.4746
H -0.7292 2.2059 3.9868
H 1.0446 1.5463 2.4796
H 0.5166 0.1106 3.2983
C 2.8183 -4.5503 -2.0042
C 1.4070 -5.0684 -1.7477
C 0.4695 -4.8993 -2.9517
C 0.1830 -3.5027 -3.2190
N -0.0737 -2.4147 -3.4299
H 3.3085 -5.1209 -2.7925
H 3.3964 -4.6885 -1.0905
H 2.8264 -3.4850 -2.2302
H 0.9381 -4.6162 -0.8725
H 1.5187 -6.1238 -1.4944
H -0.4792 -5.4188 -2.8043
H 0.9334 -5.3376 -3.8391
C -4.4528 4.5242 2.3173
C -3.1351 3.8714 1.8824
C -3.1932 2.3538 1.8691
C -3.3691 1.7702 3.2062
N -3.5132 1.3583 4.2668
H -4.5813 4.5150 3.3970
H -5.2529 4.0032 1.7874
H -4.5029 5.5624 1.9898
H -2.3220 4.2008 2.5342
H -2.8857 4.2534 0.8899
H -2.2514 1.8974 1.5368
H -3.9414 1.9342 1.1937

Atomic forces in eV per Å
Fe 1.2 -0.6 2.4
Cl 1.4 -0.4 0.5
O -0.2 -0.1 -0.2
O -0.8 -0.2 -0.3
O -0.2 0.1 -0.9
O -0.4 0.7 -0.3
C -0.5 0.8 -0.4
C 1.0 0.5 0.2
C -0.5 -1.6 -0.1
O -1.2 0.0 -0.3
H 0.0 -0.4 0.3
H 0.3 -0.2 0.2
H -0.3 -0.1 0.0
H -0.2 0.0 -0.2
H -0.1 0.5 0.2
H -0.1 0.4 -0.1
H 0.1 0.2 -0.2
C -0.8 0.3 1.0
C 0.8 -0.3 -0.5
C 0.1 0.3 0.2
C 0.2 0.4 0.9
N 0.1 -0.1 -0.8
H 0.4 -0.3 0.1
H -0.1 0.3 -0.2
H 0.1 0.1 -0.5
H 0.0 -0.1 0.1
H -0.5 0.1 0.0
H 0.2 -0.3 -0.3
H -0.5 -0.3 0.0
C -0.1 0.3 0.4
C 0.3 0.5 -0.4
C -0.1 -0.1 0.5
C -0.3 -0.1 0.1
N 0.3 0.1 -0.3
H 0.0 0.0 0.1
H 0.0 -0.2 -0.1
H -0.1 -0.1 -0.1
H -0.1 -0.2 -0.2
H 0.1 -0.2 0.1
H -0.1 0.0 0.0
H 0.0 -0.1 0.0
C -0.3 -0.6 -0.1
C 0.0 0.3 0.7
C 0.4 -0.2 -0.7
C -0.1 0.0 0.2
N 0.2 0.5 -0.6
H 0.1 0.0 -0.1
H 0.0 0.3 0.0
H 0.1 0.0 0.1
H 0.0 0.2 -0.2
H 0.0 0.0 -0.2
H -0.1 0.0 0.2
H -0.1 0.0 0.1
C 0.3 0.1 0.1
C 0.6 -0.5 0.2
C -1.2 0.5 0.3
C 0.2 -0.1 0.0
N 0.0 -0.1 0.0
H -0.1 0.2 0.1
H 0.0 -0.3 -0.1
H -0.3 0.1 -0.4
H -0.2 -0.1 -0.1
H 0.0 0.0 0.0
H 0.2 0.3 0.0
H 0.5 -0.3 0.0
C 0.5 0.9 -0.3
C 0.8 -0.2 0.9
C -0.6 -0.1 -1.0
C -0.1 0.3 0.4
N 0.1 -0.1 0.0
H 0.1 -0.3 -0.2
H -0.3 0.1 0.3
H -0.5 -0.5 0.2
H -0.1 0.1 -0.1
H 0.0 -0.1 -0.2
H 0.2 -0.2 -0.1
H -0.1 0.1 0.1
C -0.2 0.1 0.5
C 0.2 -0.1 0.3
C 0.2 -0.5 0.1
C 0.0 -0.9 0.1
N 0.1 0.9 -0.6
H 0.0 0.1 -0.1
H 0.1 0.1 -0.1
H 0.0 0.0 -0.1
H 0.2 0.2 0.0
H -0.4 -0.1 -0.3
H -0.1 0.2 0.0
H 0.0 0.2 -0.1
C 0.3 -0.1 -0.5
C -0.1 0.7 0.1
C 0.8 -0.9 0.1
C -0.4 0.4 -0.2
N 0.1 -0.2 0.1
H -0.2 -0.3 0.0
H -0.3 0.0 0.4
H 0.1 0.0 0.1
H 0.0 -0.1 0.0
H 0.0 -0.3 -0.1
H 0.0 0.3 -0.2
H -0.2 0.2 0.1

Calculated values
max |F|: 0.053 Eh/bohr
net charge: +1
HOMO-LUMO gap (alpha / beta): 9.37 / 6.62 eV
E: -3697.6307 hartree
multiplicity: 6